## P
The following is a DFT calculation (ωB97M-V/def2-TZVPD) of a cluster of 4 separate species, C3H14O4 in total.

structure (SMILES) = CC(C)O.O.O.O
HOMO level = -10.14 eV
LUMO energy = 0.341 eV
orbital gap = 10.48 eV

Geometry as XYZ:
```
21
C3H14O4, DFT ωB97M-V/def2-TZVPD
O -2.87 3.66 -1.52
H -3.76 3.37 -1.32
H -2.86 4.61 -1.40
O -0.77 1.96 -0.48
H -1.10 1.63 0.36
H -1.47 2.51 -0.84
O 1.10 4.01 -1.47
H 0.52 3.47 -0.92
H 0.60 4.16 -2.27
C 1.57 -3.42 0.41
C 0.76 -2.51 1.31
C 0.77 -1.08 0.85
O -0.60 -2.94 1.38
H 1.37 -3.23 -0.65
H 1.36 -4.48 0.61
H 2.64 -3.27 0.60
H 1.16 -2.58 2.33
H 1.78 -0.69 0.73
H 0.25 -0.44 1.57
H 0.27 -0.99 -0.12
H -0.72 -3.73 0.84
```

So, what does the Mulliken scheme give us? The charges, in e, come out as: O -0.665; H 0.314; H 0.318; O -0.684; H 0.307; H 0.399; O -0.642; H 0.365; H 0.297; C -1.419; C 0.603; C -1.195; O -0.544; H 0.367; H 0.408; H 0.365; H 0.145; H 0.358; H 0.278; H 0.321; H 0.305

=====

## Q
The following is a DFT calculation (ωB97M-V/def2-TZVPD) of a cluster of 5 separate species, C3H14O4 in total.

structure (SMILES) = C=CC.O.O.O.O
HOMO level = -9.48 eV
LUMO energy = 0.465 eV
orbital gap = 9.95 eV

Geometry as XYZ:
```
21
C3H14O4, DFT ωB97M-V/def2-TZVPD
C 3.07 -0.79 -1.08
C 2.51 -1.03 0.31
C 2.52 -2.23 0.87
H 4.06 -0.36 -0.93
H 2.39 -0.23 -1.72
H 3.17 -1.75 -1.57
H 2.30 -0.17 0.94
H 2.09 -2.40 1.85
H 2.74 -3.09 0.23
H -1.67 -0.42 -1.54
H -1.94 1.08 -1.65
O -1.23 0.43 -1.56
H -2.94 4.30 -1.95
H -3.48 3.73 -0.69
O -2.74 3.62 -1.29
H -1.43 -2.31 0.40
H -1.56 -0.90 1.04
O -1.87 -1.81 1.10
H -1.53 0.99 2.83
H -2.69 1.78 2.30
O -1.77 1.58 2.11
```

So, what does the Mulliken scheme give us? The charges, in e, come out as: C -0.959; C 0.081; C -0.753; H 0.251; H 0.276; H 0.297; H 0.307; H 0.283; H 0.221; H 0.305; H 0.310; O -0.626; H 0.309; H 0.313; O -0.617; H 0.308; H 0.326; O -0.625; H 0.313; H 0.311; O -0.631

=====

Each structure's energy above the most stable one, in hartree: P 0.0000; Q 0.0374.

=====

## P
The following is a DFT calculation (ωB97M-V/def2-TZVPD) of a cluster of 2 separate species, C9H14 in total.

multiplicity = 2
HOMO level (alpha / beta) = -14.40 / -14.42 eV
⟨S²⟩ = 0.7668
LUMO energy (alpha / beta) = -4.267 / -8.503 eV
orbital gap (alpha / beta) = 10.14 / 5.91 eV
total charge = +1

Geometry as XYZ:
```
23
C9H14, DFT ωB97M-V/def2-TZVPD
C -1.14 -0.56 -3.20
C 0.26 1.25 0.01
C -1.00 1.57 0.56
C 0.24 0.52 -1.19
C -0.98 0.19 -1.83
C -2.11 1.03 -0.03
C -2.20 0.28 -1.15
H 1.18 1.65 0.47
H -0.99 2.21 1.47
H 1.08 0.30 -1.84
H -3.04 1.33 0.61
H -1.91 -1.36 -2.88
H -0.16 -1.05 -3.53
H -3.19 -0.08 -1.47
H -1.37 -0.03 -4.04
C 1.41 -0.59 2.77
C 2.35 -1.08 1.73
H 2.06 0.02 3.46
H 0.49 -0.14 2.39
H 1.07 -1.48 3.21
H 2.81 -0.43 1.17
H 1.92 -1.87 1.03
H 3.21 -1.68 2.29
```

So, what does the Mulliken scheme give us? The charges, in e, come out as: C -1.164; C -0.360; C -0.371; C -0.438; C 1.011; C -0.233; C -0.468; H 0.491; H 0.399; H 0.421; H 0.264; H 0.323; H 0.356; H 0.372; H 0.366; C -0.652; C -1.019; H 0.241; H 0.155; H 0.337; H 0.426; H 0.249; H 0.293

=====

## Q
The following is a DFT calculation (ωB97M-V/def2-TZVPD) of a cluster of 2 separate species, C9H14 in total.

multiplicity = 2
HOMO level (alpha / beta) = -14.44 / -14.43 eV
⟨S²⟩ = 0.7682
LUMO energy (alpha / beta) = -4.448 / -8.256 eV
orbital gap (alpha / beta) = 9.99 / 6.18 eV
total charge = +1

Geometry as XYZ:
```
23
C9H14, DFT ωB97M-V/def2-TZVPD
C -0.27 2.01 1.98
C 0.60 0.86 -1.47
C -0.20 1.16 -0.40
C 2.00 0.73 -1.37
C 0.45 1.42 0.82
C 2.66 1.11 -0.18
C 1.88 1.46 0.88
H 0.12 0.58 -2.40
H -1.27 1.11 -0.59
H 2.37 0.22 -2.25
H 3.74 1.12 -0.13
H 0.23 2.97 2.19
H -0.14 1.44 2.90
H 2.33 1.73 1.83
H -1.33 2.23 1.87
C -1.01 -2.48 -0.82
C -2.33 -2.55 -0.06
H -0.30 -3.31 -0.70
H -1.18 -2.46 -1.90
H -0.35 -1.65 -0.55
H -2.32 -1.83 0.75
H -2.50 -3.55 0.32
H -3.18 -2.31 -0.70
```

So, what does the Mulliken scheme give us? The charges, in e, come out as: C -1.462; C -0.313; C -0.519; C -0.238; C 1.126; C -0.651; C -0.219; H 0.381; H 0.392; H 0.412; H 0.427; H 0.410; H 0.380; H 0.459; H 0.389; C -0.553; C -0.885; H 0.354; H 0.300; H -0.038; H 0.263; H 0.305; H 0.280

=====

Each structure's energy above the most stable one, in hartree: P 0.0540; Q 0.0000.

=====

## P
The following is a DFT calculation (ωB97M-V/def2-TZVPD) of an isolated molecule of C4H9N.

structure (SMILES) = C=CCCN
HOMO level = -9.17 eV
LUMO energy = 1.017 eV
orbital gap = 10.18 eV

Geometry as XYZ:
```
14
C4H9N, DFT ωB97M-V/def2-TZVPD
C 0.04 0.43 1.00
C 0.67 0.10 -0.31
C 0.16 -1.11 -1.03
C -1.13 -1.74 -0.91
N 0.59 1.66 1.48
H 0.10 -0.41 1.80
H -1.04 0.67 0.91
H 1.79 0.12 -0.39
H 0.35 0.95 -0.91
H 0.69 -1.43 -1.94
H -1.96 -1.29 -0.34
H -1.56 -2.33 -1.71
H 1.46 2.00 1.14
H -0.15 2.38 1.22
```

So, what does the Mulliken scheme give us? The charges, in e, come out as: C -0.431; C -0.262; C -0.178; C -0.823; N -0.602; H 0.255; H 0.234; H 0.278; H 0.235; H 0.305; H 0.207; H 0.284; H 0.250; H 0.247

=====

## Q
The following is a DFT calculation (ωB97M-V/def2-TZVPD) of a cluster of 2 separate species, C4H9N in total.

structure (SMILES) = CN1C=C1.C
HOMO level = -8.35 eV
LUMO energy = 1.170 eV
orbital gap = 9.52 eV

Geometry as XYZ:
```
14
C4H9N, DFT ωB97M-V/def2-TZVPD
C 1.37 2.16 0.15
C 0.41 -1.15 0.63
C -0.67 -1.31 1.28
N -0.78 -0.45 0.08
C -1.37 -1.11 -1.09
H 1.71 2.47 1.14
H 2.17 1.61 -0.35
H 1.12 3.04 -0.45
H 1.47 -1.22 0.43
H 0.48 1.52 0.24
H -1.30 -1.62 2.10
H -1.22 -2.20 -1.08
H -2.44 -0.90 -1.11
H -0.91 -0.70 -2.00
```

So, what does the Mulliken scheme give us? The charges, in e, come out as: C -0.830; C -0.364; C -0.122; N -0.317; C -0.875; H 0.251; H 0.206; H 0.274; H 0.350; H 0.161; H 0.349; H 0.337; H 0.282; H 0.298

=====

Each structure's energy above the most stable one, in hartree: P 0.0000; Q 0.0703.

=====

## P
The following is a DFT calculation (ωB97M-V/def2-TZVPD) of an isolated molecule of C4H9N.

structure (SMILES) = C[C@@H]1CCN1
HOMO level = -8.87 eV
LUMO energy = 1.184 eV
orbital gap = 10.06 eV

Geometry as XYZ:
```
14
C4H9N, DFT ωB97M-V/def2-TZVPD
C 1.52 -0.09 0.26
C 0.39 -0.15 -0.72
C -0.61 0.93 -0.33
C -1.44 -0.16 0.35
H 1.15 0.22 1.27
H 2.17 0.77 0.05
H 2.05 -1.00 0.26
H 0.71 -0.23 -1.73
H -0.27 1.74 0.36
H -1.13 1.35 -1.22
H -2.54 -0.20 0.19
H -1.15 -0.04 1.46
H -0.27 -1.94 0.19
N -0.59 -1.19 -0.38
```

So, what does the Mulliken scheme give us? The charges, in e, come out as: C -1.332; C 0.329; C -0.761; C -0.295; H 0.278; H 0.341; H 0.375; H 0.357; H 0.267; H 0.268; H 0.299; H 0.193; H 0.226; N -0.546

=====

## Q
The following is a DFT calculation (ωB97M-V/def2-TZVPD) of an isolated molecule of C4H9N.

structure (SMILES) = CC/C=N/C
HOMO level = -9.71 eV
LUMO energy = 1.215 eV
orbital gap = 10.92 eV

Geometry as XYZ:
```
14
C4H9N, DFT ωB97M-V/def2-TZVPD
C 0.79 -0.35 0.95
C -1.91 -0.56 -1.60
C 1.76 0.81 1.09
C -0.30 -0.05 -0.04
N -0.83 -1.00 -0.72
H -0.65 1.00 -0.11
H 1.32 -1.25 0.63
H 0.32 -0.55 1.92
H -2.72 -0.10 -1.04
H -1.53 0.14 -2.36
H -2.31 -1.43 -2.13
H 1.50 1.43 1.96
H 2.78 0.44 1.25
H 1.77 1.47 0.21
```

So, what does the Mulliken scheme give us? The charges, in e, come out as: C -0.054; C -0.788; C -1.123; C -0.283; N -0.448; H 0.382; H 0.228; H 0.250; H 0.303; H 0.306; H 0.285; H 0.275; H 0.316; H 0.350

=====

## R
The following is a DFT calculation (ωB97M-V/def2-TZVPD) of an isolated molecule of C4H9N.

structure (SMILES) = [H]/N=C(/C)CC
HOMO level = -8.99 eV
LUMO energy = 1.077 eV
orbital gap = 10.06 eV

Geometry as XYZ:
```
14
C4H9N, DFT ωB97M-V/def2-TZVPD
C 1.08 -0.39 0.01
C 0.84 0.10 1.38
C -1.67 0.32 -0.34
C -0.37 -0.01 -1.02
N 2.14 -0.83 -0.48
H -0.05 -0.45 1.73
H 1.72 -0.13 2.07
H 0.68 1.18 1.52
H -2.47 -0.01 -0.94
H -1.78 1.35 -0.02
H -1.64 -0.14 0.70
H -0.12 0.88 -1.41
H -0.53 -0.74 -1.71
H 2.18 -1.13 -1.51
```

So, what does the Mulliken scheme give us? The charges, in e, come out as: C 0.711; C -1.161; C -0.936; C -0.718; N -0.684; H 0.319; H 0.311; H 0.298; H 0.324; H 0.306; H 0.146; H 0.333; H 0.508; H 0.245

=====

## S
The following is a DFT calculation (ωB97M-V/def2-TZVPD) of a cluster of 2 separate species, C4H9N in total.

HOMO level = -7.39 eV
LUMO energy = 1.144 eV
orbital gap = 8.53 eV

Geometry as XYZ:
```
14
C4H9N, DFT ωB97M-V/def2-TZVPD
C -1.61 0.40 -0.53
C -0.64 0.67 0.60
C 0.00 -0.44 1.34
N 0.73 0.21 0.43
C 1.76 0.41 -0.32
H -2.62 0.22 -0.14
H -1.67 1.24 -1.23
H -1.30 -0.50 -1.08
H -0.70 1.68 1.02
H 0.49 -2.16 -0.32
H 0.24 -0.65 2.37
H 2.69 -0.11 -0.10
H 0.95 -2.07 -0.90
H 1.67 1.10 -1.15
```

So, what does the Mulliken scheme give us? The charges, in e, come out as: C -1.085; C 0.178; C -0.615; N 0.077; C -0.483; H 0.296; H 0.313; H 0.279; H 0.319; H -0.104; H 0.232; H 0.316; H 0.048; H 0.228

=====

Each structure's energy above the most stable one, in hartree: P 0.0212; Q 0.0000; R 0.0397; S 0.1409.